--- one ---
C4H6S2 | wB97M-V/def2-TZVPD

Calculated values
* molecular weight: 118.23 g mol⁻¹
* spin multiplicity: 1
* HOMO level: -0.316 Ha
* lowest unoccupied orbital energy: -0.034 eV
* Kohn-Sham gap: 8.57 eV
* net charge: 0

XYZ file:
```
12
C4H6S2, DFT wB97M-V/def2-TZVPD
C 0.714 1.386 -0.608
C 0.186 0.421 0.477
C -0.937 -0.514 0.090
C -0.181 -1.800 0.334
H -0.079 2.150 -0.713
H 0.924 0.809 -1.494
H 1.644 1.906 -0.393
H 0.055 0.916 1.440
H -1.808 -0.334 0.743
H -1.248 -0.547 -0.981
S -0.590 -3.376 0.273
S 1.320 -1.017 0.835
```

--- two ---
C4H6S2 | wB97M-V/def2-TZVPD

Calculated values
* molecular weight: 118.23 g mol⁻¹
* spin multiplicity: 1
* HOMO level: -0.321 Ha
* lowest unoccupied orbital energy: -0.367 eV
* Kohn-Sham gap: 8.37 eV
* net charge: 0

XYZ file:
```
12
C4H6S2, DFT wB97M-V/def2-TZVPD
C 1.309 0.143 0.029
C 0.127 0.058 0.825
C -1.096 -0.471 0.056
C -1.977 0.374 -0.522
H 2.859 -0.721 -1.080
H 0.492 -0.632 1.701
H -0.002 1.051 1.445
H -1.239 -1.613 -0.200
H -1.694 1.814 -0.723
H -2.702 -0.181 -1.143
S 1.958 -1.464 -0.212
S 1.964 1.642 -0.175
```

In terms of stability, one leads; the second structure lies 308.6 kJ/mol higher.

--- one ---
C5H15N2O | wB97M-V/def2-TZVPD

Calculated values
* molecular weight: 119.19 g mol⁻¹
* spin multiplicity: 2
* HOMO level (alpha / beta): -0.157 / -0.301 Ha
* lowest unoccupied orbital energy (alpha / beta): 0.437 / 0.348 eV
* Kohn-Sham gap (alpha / beta): 4.70 / 8.54 eV
* net charge: 0

XYZ file:
```
23
C5H15N2O, DFT wB97M-V/def2-TZVPD
O -1.091 2.249 2.454
C -1.257 1.052 2.885
C -1.552 -0.051 1.891
N -1.363 0.604 0.581
H -1.252 0.735 3.934
H -0.852 -0.886 1.988
H -2.581 -0.434 1.982
H -2.130 0.449 -0.072
H -1.276 1.631 0.754
H -0.502 0.324 0.106
C 1.266 -1.496 -0.373
N 1.434 -0.591 -1.504
C 0.295 -0.635 -2.398
C 1.739 0.768 -1.098
H 1.199 -2.504 -0.777
H 0.355 -1.301 0.215
H 2.116 -1.428 0.301
H 0.483 -0.006 -3.271
H 0.122 -1.661 -2.717
H -0.629 -0.248 -1.925
H 2.020 1.364 -1.966
H 2.560 0.772 -0.381
H 0.896 1.291 -0.609
```

--- two ---
C5H15N2O | wB97M-V/def2-TZVPD

Calculated values
* molecular weight: 119.19 g mol⁻¹
* spin multiplicity: 2
* HOMO level (alpha / beta): -0.112 / -0.346 Ha
* lowest unoccupied orbital energy (alpha / beta): 0.356 / 0.298 eV
* Kohn-Sham gap (alpha / beta): 3.41 / 9.72 eV
* net charge: 0

XYZ file:
```
23
C5H15N2O, DFT wB97M-V/def2-TZVPD
N 0.630 1.272 -1.480
C 0.207 0.701 -0.143
C -0.452 1.637 0.864
C -0.355 0.854 2.232
O -1.064 -0.306 1.950
C -0.740 -0.378 -0.570
N -0.002 -1.327 -1.589
C 0.970 -2.278 -0.835
H 0.822 0.339 -2.020
H 1.323 2.115 -1.624
H -0.287 1.661 -1.868
H 1.085 0.274 0.446
H 0.111 2.518 1.029
H -1.512 2.021 0.587
H -0.848 1.398 3.114
H 0.701 0.583 2.347
H -0.996 -1.060 2.700
H -1.135 -1.055 0.279
H -1.576 0.142 -1.125
H -0.653 -1.905 -2.052
H 0.443 -3.126 -0.604
H 1.865 -2.355 -1.547
H 1.463 -1.727 -0.091
```

In terms of stability, one leads; the second structure lies 188.0 kJ/mol higher.

--- one ---
C4H14NO2 | wB97M-V/def2-TZVPD

Calculated values
* molecular weight: 108.16 g mol⁻¹
* spin multiplicity: 1
* HOMO level: -0.539 Ha
* lowest unoccupied orbital energy: -3.187 eV
* Kohn-Sham gap: 11.48 eV
* net charge: +1

XYZ file:
```
21
C4H14NO2, DFT wB97M-V/def2-TZVPD
C 0.813 -1.754 0.656
O 1.409 -1.668 1.973
C 0.796 -0.371 -0.030
C 0.125 -0.417 -1.423
C -0.141 0.967 -2.046
N 0.174 0.667 0.794
H 1.413 -2.343 -0.127
H -0.227 -2.123 0.852
H 2.286 -2.025 1.831
H 1.939 -0.195 -0.055
H 0.774 -0.964 -2.083
H -0.989 -0.824 -1.252
H -0.455 1.054 -3.027
H -0.861 1.538 -1.465
H 0.805 1.601 -1.939
H -0.884 0.548 0.622
H 0.343 1.598 0.382
H 0.499 0.718 1.810
H -2.717 2.103 1.469
H -2.802 0.618 1.837
O -2.301 1.273 1.219
```

--- two ---
C4H14NO2 | wB97M-V/def2-TZVPD

Calculated values
* molecular weight: 108.16 g mol⁻¹
* spin multiplicity: 1
* HOMO level: -0.558 Ha
* lowest unoccupied orbital energy: -3.365 eV
* Kohn-Sham gap: 11.83 eV
* net charge: +1

XYZ file:
```
21
C4H14NO2, DFT wB97M-V/def2-TZVPD
C -0.270 -2.041 1.606
C -0.318 -1.331 0.286
C -1.593 -0.638 -0.164
C -1.432 0.617 -1.005
O -0.161 0.468 -1.840
N 0.632 -0.150 0.408
H 0.764 -2.420 1.748
H -0.698 -1.280 2.208
H -0.964 -3.093 1.643
H 0.176 -1.936 -0.472
H -2.051 -0.202 0.732
H -2.189 -1.380 -0.683
H -1.164 1.482 -0.380
H -2.292 0.780 -1.818
H -0.380 -0.066 -2.693
H 0.331 0.522 1.138
H 0.640 0.465 -0.446
H 1.603 -0.473 0.437
H 2.255 2.333 1.371
H 1.940 3.191 0.360
O 2.571 2.466 0.548
```

In terms of stability, one leads; the second structure lies 101.3 kJ/mol higher.